Entry 1:
Molecular formula: CH8SSi2
Method: DFT, the ωB97M-V functional and the def2-TZVPD basis

## Properties
Total energy = -1019.96016 a.u.
SMILES string = [SiH3]CS[SiH3]
Kohn-Sham gap = 8.748 eV
Relative energy (zero: lowest compared OMol25 entry of this formula, charge and spin) = 97.2 kJ/mol
Strongest force on any atom = 4.3 eV/A
E_HOMO = -8.80 eV

Positions of all 12 atoms, in Å:
C (1.2929, 0.4020, -0.4519)
Si (0.4780, 1.8139, -1.3222)
Si (-1.4099, -2.1058, 1.5695)
S (-0.1965, -0.2514, 0.8009)
H (1.9299, 0.8417, 0.2132)
H (1.8277, -0.3233, -1.1069)
H (-0.0610, 2.6498, -0.2223)
H (1.7089, 2.2963, -2.1058)
H (-0.5141, 1.6791, -2.4266)
H (-2.3556, -1.0491, 2.2718)
H (-2.1023, -2.8864, 0.3299)
H (-0.5978, -3.0667, 2.4504)

***

Entry 2:
Molecular formula: C22H22N2O4
Method: DFT, the ωB97M-V functional and the def2-TZVPD basis

## Properties
Total energy = -1262.06860 a.u.
SMILES string = Cc1c(OCC(=O)NCc2ccccn2)ccc2c3c(c(=O)oc12)CCCC3
Kohn-Sham gap = 8.502 eV
Relative energy (zero: lowest compared OMol25 entry of this formula, charge and spin) = 53.6 kJ/mol
Strongest force on any atom = 1.0 eV/A
E_HOMO = -8.32 eV

Positions of all 50 atoms, in Å:
C (-1.2743, -1.6703, 2.7711)
C (-0.9362, -1.4748, 1.3262)
C (0.3369, -1.0567, 0.9369)
C (0.6635, -0.8345, -0.4141)
C (-0.3325, -1.0516, -1.3692)
C (-1.5953, -1.4521, -1.0040)
C (-1.9091, -1.6529, 0.3415)
O (-3.1535, -1.9988, 0.7906)
C (-4.2438, -1.8092, -0.0866)
H (-5.1369, -2.0015, 0.5144)
C (-4.2841, -0.3750, -0.6370)
O (-4.6208, -0.1197, -1.7732)
N (-3.9142, 0.5420, 0.2744)
H (-3.5874, 0.2350, 1.1811)
C (-3.5056, 1.8805, -0.0861)
C (-2.0429, 2.0609, 0.2445)
N (-1.6952, 1.7162, 1.4796)
C (-0.4353, 1.8563, 1.8490)
C (0.5542, 2.3422, 1.0077)
C (0.1988, 2.6771, -0.2883)
C (-1.1229, 2.5354, -0.6810)
H (-1.4368, 2.7884, -1.6817)
H (0.9377, 3.0474, -0.9842)
H (1.5688, 2.4455, 1.3587)
H (-0.2098, 1.5655, 2.8661)
H (-3.6963, 2.0133, -1.1526)
H (-4.0981, 2.6076, 0.4813)
H (-4.2294, -2.5146, -0.9254)
H (-2.3387, -1.5931, -1.7710)
H (-0.1218, -0.8894, -2.4137)
C (1.9927, -0.3696, -0.7006)
C (2.8561, -0.1318, 0.3194)
C (2.4894, -0.3595, 1.7031)
O (3.1988, -0.1537, 2.6603)
O (1.2329, -0.8447, 1.9311)
C (4.2271, 0.3659, -0.0024)
C (4.8662, -0.5059, -1.0934)
C (3.8791, -0.8536, -2.2213)
C (2.5307, -0.1309, -2.0754)
H (1.8491, -0.4766, -2.8498)
H (2.6849, 0.9432, -2.2130)
H (4.3079, -0.6018, -3.1920)
H (3.6834, -1.9272, -2.2193)
H (5.2271, -1.4255, -0.6322)
H (5.7331, 0.0197, -1.4951)
H (4.1550, 1.3963, -0.3649)
H (4.8386, 0.3664, 0.8998)
H (-1.7507, -0.7712, 3.1616)
H (-0.3731, -1.8591, 3.3461)
H (-1.9673, -2.4998, 2.8833)

***

Entry 3:
Molecular formula: C24H22F4N7Ti
Method: DFT, the ωB97M-V functional and the def2-TZVPD basis

## Properties
2S+1 = 2
Total energy = -2559.48321 a.u.
Kohn-Sham gap (spin up / spin down) = 6.689 / 6.606 eV
Relative energy (zero: lowest compared OMol25 entry of this formula, charge and spin) = 87.8 kJ/mol
Strongest force on any atom = 3.5 eV/A
E_HOMO (spin up / spin down) = -13.93 / -14.00 eV
Net charge = +2

Positions of all 58 atoms, in Å:
Ti (-0.1514, -0.9153, 0.3333)
C (-0.3511, -1.4075, 3.0608)
N (0.7226, -1.6673, 2.0830)
C (1.0694, -3.0930, 2.2040)
C (1.9677, -0.8799, 2.3071)
C (2.1615, 0.2230, 1.2311)
N (1.5110, -0.2240, 0.0086)
C (2.1789, -0.1846, -1.1957)
C (2.1518, -1.3457, -1.9802)
F (1.4520, -2.3826, -1.4048)
C (2.8036, -1.4438, -3.1972)
F (2.7695, -2.5773, -3.8858)
C (3.5047, -0.3460, -3.6803)
C (3.5394, 0.8232, -2.9334)
F (4.2008, 1.8705, -3.3965)
C (2.8844, 0.9124, -1.7055)
F (2.8617, 2.0471, -0.9864)
H (-0.0908, -1.8241, 4.0440)
H (-1.2809, -1.8958, 2.7196)
H (-0.5461, -0.3409, 3.1833)
H (1.5629, -3.2808, 3.1651)
H (1.7462, -3.3844, 1.3979)
H (0.1648, -3.7028, 2.1787)
H (2.8180, -1.5614, 2.2055)
H (2.0080, -0.4595, 3.3194)
H (3.2385, 0.3697, 1.0668)
H (1.7517, 1.1875, 1.5643)
H (4.0301, -0.3980, -4.6222)
N (-0.7082, 3.3882, 2.3073)
C (-0.4841, 2.0793, 2.2342)
N (-0.7147, 1.3171, 1.1938)
C (-1.2059, 1.9630, 0.0485)
N (-1.4735, 1.2823, -1.0157)
N (-1.2839, -0.0447, -0.9439)
C (-2.1747, -0.7994, -1.5558)
C (-2.0246, -2.1957, -1.3883)
C (-2.8264, -3.1334, -2.0629)
C (-2.5495, -4.4734, -1.9337)
C (-1.4556, -4.8473, -1.1441)
C (-0.7287, -3.8785, -0.4849)
N (-1.0131, -2.5649, -0.5388)
C (-1.5225, 3.3756, 0.0759)
C (-2.1603, 4.0124, -0.9911)
C (-2.5305, 5.3353, -0.8761)
C (-2.2400, 6.0524, 0.2832)
C (-1.6051, 5.4449, 1.3508)
C (-1.2665, 4.1004, 1.2519)
H (-0.5080, 3.8927, 3.1630)
H (-0.0635, 1.6400, 3.1347)
H (-2.9636, -0.3521, -2.1500)
H (-3.6288, -2.7786, -2.6914)
H (-3.1393, -5.2151, -2.4490)
H (-1.1694, -5.8833, -1.0580)
H (0.1381, -4.1672, 0.0926)
H (-2.3767, 3.4327, -1.8731)
H (-3.0625, 5.8148, -1.6815)
H (-2.5381, 7.0854, 0.3618)
H (-1.3992, 5.9984, 2.2560)

***

Entry 4:
Molecular formula: C28H31Cl2N5O3STa
Method: DFT, the ωB97M-V functional and the def2-TZVPD basis

## Properties
Total energy = -2959.95420 a.u.
Kohn-Sham gap = 6.293 eV
Relative energy (zero: lowest compared OMol25 entry of this formula, charge and spin) = 41.8 kJ/mol
Strongest force on any atom = 0.8 eV/A
E_HOMO = -16.22 eV
Net charge = +3

Positions of all 71 atoms, in Å:
Ta (0.0622, 0.7707, -0.0215)
C (3.8900, -1.0252, 1.6677)
C (2.5871, -0.7361, 1.0101)
N (2.1505, 0.4567, 0.8034)
C (2.9696, 1.6330, 1.1661)
C (2.4777, 2.8238, 0.3735)
N (1.0029, 2.8461, 0.5281)
C (0.2765, 3.9898, -0.0991)
C (-0.0526, 3.6699, -1.5333)
N (-0.6601, 2.3129, -1.6171)
C (-2.1441, 2.2336, -1.4940)
C (-2.4947, 0.7497, -1.5701)
N (-1.3971, -0.0688, -1.0080)
C (-1.3425, -1.4482, -1.5004)
C (-2.6757, -2.1774, -1.4708)
C (-0.2380, -2.1487, -0.7733)
C (-0.0564, -3.5264, -0.7235)
C (1.0314, -4.0238, -0.0411)
C (1.9402, -3.1512, 0.5715)
C (1.7112, -1.8062, 0.4822)
N (0.6291, -1.3287, -0.1795)
H (4.7094, -0.7397, 0.9994)
H (4.0121, -2.0740, 1.9139)
H (3.9987, -0.4387, 2.5810)
H (4.0246, 1.4572, 0.9699)
H (2.8629, 1.8216, 2.2378)
H (2.7305, 2.7365, -0.6823)
H (2.9316, 3.7392, 0.7517)
H (0.8166, 2.9236, 1.5278)
H (0.8681, 4.9031, -0.0365)
H (-0.6329, 4.1403, 0.4787)
H (0.8479, 3.6600, -2.1487)
H (-0.7202, 4.4264, -1.9451)
H (-0.4408, 1.9437, -2.5401)
H (-2.6446, 2.7684, -2.2999)
H (-2.4442, 2.6724, -0.5501)
H (-2.6512, 0.4625, -2.6114)
H (-3.4242, 0.5615, -1.0313)
H (-3.4174, -1.6660, -2.0839)
H (-3.0513, -2.2435, -0.4463)
H (-2.5667, -3.1784, -1.8813)
H (-0.7498, -4.1911, -1.2188)
H (1.1896, -5.0930, 0.0215)
H (2.7945, -3.5457, 1.1027)
Cl (1.6299, 0.6193, -2.1966)
C (1.9602, -0.9818, -2.9038)
C (3.2946, -1.2741, -3.0625)
C (3.6212, -2.4997, -3.6315)
C (2.6309, -3.4021, -3.9721)
C (1.2903, -3.0839, -3.7765)
Cl (0.1169, -4.2600, -4.2001)
C (0.9071, -1.8359, -3.2639)
S (-0.7933, -1.3454, -3.3094)
H (4.0631, -0.5644, -2.7846)
H (4.6604, -2.7454, -3.8079)
H (2.8870, -4.3608, -4.4044)
O (-2.0040, -1.4087, 3.7968)
C (-2.7117, -0.2760, 3.8556)
C (-3.7463, -0.2355, 4.7831)
C (-4.5156, 0.8981, 4.8996)
C (-4.2971, 2.0354, 4.0954)
C (-3.3010, 2.0083, 3.1680)
C (-2.4839, 0.8521, 3.0238)
C (-1.4783, 0.8360, 2.0423)
O (-0.6361, -0.1334, 1.8444)
O (-1.2767, 1.7994, 1.1651)
H (-1.2733, -1.3262, 3.1662)
H (-3.9172, -1.1051, 5.4038)
H (-5.3121, 0.9154, 5.6334)
H (-4.9128, 2.9151, 4.2186)
H (-3.1124, 2.8673, 2.5374)